Entry 1:
A 5-piece molecular cluster, C58H61ClN6O13S overall in a non-equilibrium geometry, computed with the ωB97M-V functional and the def2-TZVPD basis.

Calculated values
* largest force on an atom: 1.04 eV/A
* Kohn-Sham gap: 8.16 eV
* charge: 0
* HOMO: -8.99 eV
* energy: -120040.0323 eV
* LUMO level: -0.8317 eV
* SMILES string: CCCCc1cc(CCCCSc2nnco2)c2c(c1)C(=O)c1c(CCCCOC(C)=O)c(CC(C)C)cc(Cl)c1C2=O.O=[N+]([O-])c1ccccc1.O=[N+]([O-])c1ccccc1.O=[N+]([O-])c1ccccc1.O=[N+]([O-])c1ccccc1

Last column: Mulliken charge in e.
Positions of all 140 atoms, in Å:
Cl: 1.407 2.012 -0.692  -0.400
S: 1.677 4.920 -8.467  -0.202
O: 2.132 -1.355 5.093  -0.615
O: 2.446 -7.298 5.555  -0.604
O: 7.416 -5.266 0.367  -0.594
O: -4.406 3.987 0.425  -0.571
O: 0.039 4.506 -1.426  -0.589
O: 7.905 2.147 -4.963  -0.608
O: 2.458 -9.079 6.762  -0.605
O: 1.347 -3.349 5.212  -0.526
O: 5.909 1.436 -5.337  -0.608
O: -8.427 -0.651 1.443  -0.375
O: 7.656 -6.300 2.239  -0.621
O: -10.154 -0.290 2.805  -0.546
O: -0.526 3.345 -8.637  -0.115
N: 6.753 1.952 -4.633  1.024
N: 2.213 -2.552 4.902  1.016
N: 0.934 3.060 -10.261  -0.398
N: -0.146 2.223 -10.487  -0.361
N: 2.115 -7.938 6.533  1.002
N: 7.971 -6.071 1.084  1.058
C: 3.424 -3.065 4.249  0.158
C: 0.990 4.995 -6.792  -0.653
C: -1.511 -1.719 1.982  1.050
C: -2.488 2.604 0.146  0.475
C: -3.433 4.034 -1.716  0.437
C: 5.581 -2.676 3.321  -0.729
C: -1.009 3.903 -1.405  -0.455
C: 1.232 -7.272 7.506  0.088
C: -2.053 4.694 -3.599  0.541
C: 5.703 -4.036 3.058  0.084
C: 0.849 -7.961 8.642  -0.473
C: -2.760 1.611 1.098  -0.476
C: 4.435 -2.179 3.920  -0.493
C: -4.503 4.737 -3.741  0.596
C: 9.103 -6.826 0.524  0.150
C: -0.436 -6.039 9.302  -0.423
C: 9.502 -6.562 -0.773  -0.394
C: -2.174 4.219 -2.282  -0.193
C: 6.350 2.368 -3.278  0.043
C: 4.686 2.504 -1.581  0.616
C: -0.033 -5.364 8.157  -0.509
C: -3.532 3.571 -0.304  -0.017
C: -0.440 0.959 0.911  -1.311
C: -7.750 5.634 -1.684  -1.036
C: -7.642 0.286 0.690  -0.896
C: -1.781 -0.294 2.542  -1.501
C: 11.234 -8.209 -0.512  -0.447
C: -0.282 5.828 -6.688  -0.515
C: 0.007 -7.333 9.546  -0.417
C: 7.283 2.979 -2.462  -0.456
C: 3.520 -4.420 3.990  -0.234
C: -5.288 1.296 0.618  -0.201
C: -2.731 -2.599 2.306  -1.553
C: 0.810 -5.981 7.247  -0.234
C: 10.580 -7.263 -1.290  -0.420
C: -0.309 -2.328 2.721  -1.606
C: -0.963 2.419 -9.521  0.011
C: -1.691 0.796 1.499  0.585
C: 10.811 -8.462 0.786  -0.449
C: -7.746 5.851 -3.211  -0.447
C: -8.981 -0.164 2.592  0.543
C: -7.091 4.720 -4.032  -1.134
C: -4.152 1.415 1.663  -0.534
C: -3.236 4.922 -4.296  -0.966
C: 5.054 2.127 -2.862  -0.452
C: -4.592 4.285 -2.434  -0.843
C: 0.670 3.704 -9.173  0.428
C: -0.685 6.144 -5.240  -1.300
C: -0.194 1.932 -0.035  0.985
C: -5.706 5.067 -4.600  -0.648
C: -0.725 4.936 -4.278  -0.343
C: 9.736 -7.767 1.315  -0.274
C: 5.609 3.115 -0.742  -0.609
C: -8.045 0.489 3.589  -0.803
C: 6.904 3.355 -1.183  -0.399
C: -1.221 2.787 -0.418  0.475
C: -6.137 0.020 0.783  -0.491
C: 4.672 -4.904 3.391  -0.600
H: 2.717 -5.092 4.253  0.383
H: 4.767 -5.961 3.186  0.450
H: -5.668 6.155 -4.724  0.336
H: -7.669 4.576 -1.429  0.202
H: 0.067 6.843 -4.864  0.402
H: -0.190 -3.381 2.472  0.463
H: -7.969 0.172 -0.344  0.373
H: 1.770 5.405 -6.150  0.514
H: 4.331 -1.125 4.129  0.508
H: -7.019 3.820 -3.420  0.585
H: -7.265 6.807 -3.422  0.331
H: -1.098 -5.555 10.008  0.380
H: 3.678 2.320 -1.235  -0.022
H: 6.383 -2.000 3.060  0.386
H: -4.145 0.468 2.196  -0.146
H: 8.985 -5.825 -1.369  0.446
H: -0.375 -4.356 7.968  0.437
H: 1.199 -8.967 8.819  0.453
H: -1.907 1.916 -9.409  0.429
H: 1.128 -5.461 6.355  0.544
H: 9.398 -7.953 2.323  0.435
H: -8.706 5.958 -1.271  0.386
H: -4.908 1.374 -0.400  0.267
H: -3.654 -2.099 2.000  0.202
H: 0.061 5.069 -3.543  0.345
H: -2.717 -0.284 3.090  0.797
H: 12.078 -8.750 -0.919  0.378
H: 6.595 -4.438 2.593  0.210
H: 10.910 -7.068 -2.301  0.370
H: -1.006 -0.070 3.281  0.452
H: -8.402 0.263 4.590  0.352
H: -0.064 6.789 -7.163  0.375
H: -5.854 -0.705 0.018  0.377
H: -4.360 2.190 2.401  0.350
H: -2.662 -3.584 1.849  0.465
H: -6.969 6.187 -1.168  0.260
H: -7.877 1.315 0.970  0.442
H: -3.158 5.280 -5.316  0.532
H: -5.948 -0.452 1.747  0.157
H: -7.740 4.483 -4.875  0.418
H: 5.317 3.404 0.259  0.432
H: 0.609 -1.768 2.524  0.238
H: -5.564 4.659 -5.601  0.505
H: -0.305 -7.855 10.440  0.375
H: 11.319 -9.202 1.389  0.366
H: -0.498 -2.221 3.790  0.419
H: 0.369 0.301 1.202  0.489
H: -0.471 4.011 -4.804  0.298
H: -8.010 1.564 3.423  0.261
H: 8.287 3.158 -2.816  0.462
H: -5.547 4.121 -1.958  0.143
H: -1.324 -1.707 0.908  0.457
H: 7.621 3.833 -0.530  0.390
H: -8.787 5.924 -3.523  0.390
H: 0.821 3.965 -6.479  0.306
H: 4.345 1.652 -3.523  0.498
H: -1.105 5.379 -7.246  0.277
H: -7.047 0.063 3.496  0.257
H: -5.954 2.148 0.765  0.361
H: -2.785 -2.696 3.393  0.354
H: -1.625 6.691 -5.242  0.607



Entry 2:
C58H61Cr2N11O5 as an isolated structure in a non-equilibrium geometry, computed with the ωB97M-V functional and the def2-TZVPD basis.

Calculated values
* largest force on an atom: 13.97 eV/A
* Kohn-Sham gap (spin up / spin down): 5.60 / 7.85 eV
* expectation value of S²: 20.499
* ΔE to the lowest compared entry with this formula, charge and spin: 519.5 kJ/mol
* charge: 0
* HOMO (spin up / spin down): -5.22 / -7.57 eV
* energy: -144599.2241 eV
* LUMO level (spin up / spin down): 0.3770 / 0.2821 eV
* spin multiplicity: 9

Last column: Mulliken charge in e.
Positions of all 137 atoms, in Å:
Cr: -0.823 2.045 -0.632  2.001
Cr: -2.672 -0.112 0.999  1.173
O: 0.573 0.480 -0.880  -0.919
O: -1.331 -0.164 -0.743  -0.695
O: -2.894 2.076 0.233  1.068
O: -0.518 0.241 0.805  -0.949
O: -3.491 0.107 3.005  -0.614
N: -2.411 -2.369 1.240  0.886
N: 2.694 -2.265 4.728  -0.645
N: -3.542 -3.074 -3.856  -0.530
N: 3.539 -5.120 -0.306  -0.641
N: 4.351 2.287 -1.370  0.064
N: -1.875 1.873 -2.902  0.715
N: 2.468 0.581 -4.969  -0.415
N: -0.084 3.792 -1.732  0.912
N: 0.107 3.241 1.029  0.903
N: 1.731 0.492 8.414  -0.609
N: -4.570 -0.640 0.126  0.692
C: -3.516 1.870 -4.691  -1.054
C: 5.739 0.523 -0.422  -0.852
C: -3.605 -4.352 -3.385  -0.467
C: -1.336 0.875 -5.134  -0.867
C: -0.173 -0.279 -0.255  0.745
C: 3.623 -2.000 -4.913  -0.421
C: 5.412 3.097 -1.244  -0.205
C: -1.583 -4.191 2.729  -0.868
C: 1.562 1.376 6.132  -0.370
C: -3.182 1.012 4.109  -0.768
C: 6.689 2.681 -0.822  -0.637
C: 0.384 0.588 8.516  -0.379
C: 4.507 0.972 -0.956  -0.284
C: -4.681 -1.143 -1.122  -0.325
C: 2.686 -0.121 -3.833  0.278
C: -0.434 3.499 2.261  -0.237
C: 1.457 -1.695 4.596  -0.962
C: -2.356 -2.448 -3.724  -0.125
C: -0.222 6.046 -2.645  -0.909
C: 6.867 1.384 -0.350  -0.435
C: -1.321 -4.360 -2.715  -0.548
C: -6.965 -0.695 0.190  -0.689
C: 1.637 4.295 3.206  -0.678
C: -1.216 -3.005 -3.211  -0.250
C: -2.008 -2.871 2.467  -0.655
C: -2.617 1.235 -5.570  -0.303
C: 2.879 -0.052 -6.086  -0.391
C: 2.116 -4.406 1.474  -0.792
C: 1.171 -0.905 3.504  0.254
C: -1.664 -5.084 1.678  -0.285
C: 1.854 4.835 -2.980  -0.963
C: 1.229 3.771 -2.288  -0.717
C: 1.847 -3.536 -0.835  -0.470
C: 1.525 -3.524 0.589  0.233
C: 2.185 4.105 1.954  -1.087
C: -1.003 1.192 -3.753  -0.639
C: -5.770 -0.351 0.765  -0.660
C: -3.045 2.170 -3.382  -0.319
C: -7.061 -1.289 -1.074  -0.361
C: 0.168 1.427 6.282  0.248
C: -5.872 -1.532 -1.761  -0.995
C: 3.536 -1.293 -6.066  -0.430
C: 3.292 -1.473 2.534  -0.326
C: 0.285 3.959 3.362  -0.699
C: 3.591 -2.145 3.734  -0.620
C: 3.169 -1.421 -3.740  -0.579
C: 3.182 -5.139 1.003  -0.548
C: -0.447 1.054 7.495  -0.603
C: 2.085 -0.770 2.461  0.098
C: 1.440 3.549 0.941  0.031
C: -3.830 3.066 0.373  -1.610
C: -0.731 4.907 -2.035  -0.346
C: -2.143 -4.655 0.417  -0.624
C: -2.378 -3.292 0.236  0.002
C: 2.871 -4.379 -1.174  -0.788
C: -2.504 -5.038 -2.839  -0.263
C: 1.048 5.958 -3.181  -0.461
C: 2.247 0.895 7.184  -0.320
H: 3.200 4.376 1.702  0.518
H: -1.704 5.118 -1.618  0.278
H: 1.711 2.813 -2.164  0.805
H: 3.323 0.816 7.127  0.374
H: 2.417 0.422 -2.939  0.118
H: -1.447 3.168 2.432  -0.130
H: -4.471 2.262 -5.008  0.499
H: -2.562 -6.064 -2.507  0.540
H: 7.841 1.071 -0.004  0.418
H: 1.863 -4.353 2.522  0.496
H: 2.310 4.800 3.883  0.434
H: 4.015 -1.478 1.732  0.448
H: -1.197 -4.499 3.689  0.501
H: -0.060 0.495 9.496  0.375
H: 3.971 -3.023 -4.926  0.416
H: -2.850 0.833 -6.545  0.383
H: -3.593 3.624 1.279  0.290
H: -0.656 0.392 -5.820  0.483
H: -1.807 -2.114 3.211  0.567
H: 1.354 -2.917 -1.570  0.891
H: -0.393 1.701 5.400  0.502
H: -7.888 -0.467 0.702  0.412
H: 7.578 3.290 -0.894  0.408
H: 0.321 -0.242 3.569  0.401
H: -1.276 -6.082 1.815  0.409
H: 1.478 6.845 -3.624  0.379
H: -8.033 -1.489 -1.499  0.431
H: 2.015 3.364 0.045  0.132
H: 2.866 4.794 -3.355  0.517
H: -3.723 2.666 -2.702  0.272
H: -0.440 -4.793 -2.263  0.457
H: 1.941 -0.055 1.665  0.355
H: -0.027 0.987 -3.339  0.329
H: 3.209 -1.910 -2.777  0.520
H: -0.239 4.021 4.305  0.579
H: 4.518 -2.677 3.886  0.428
H: -3.822 3.681 -0.527  0.181
H: 0.677 -1.661 5.342  0.517
H: -1.511 1.240 7.488  0.414
H: -5.783 0.201 1.693  0.456
H: 1.991 1.671 5.186  0.366
H: -2.525 -2.946 -0.777  -0.044
H: -2.568 1.875 3.854  0.065
H: 3.828 -5.664 1.690  0.395
H: -4.822 2.641 0.525  0.155
H: -3.739 -1.258 -1.637  0.337
H: 0.720 -2.930 0.996  0.776
H: -2.320 -1.413 -4.030  0.605
H: -4.577 -4.822 -3.407  0.372
H: -5.873 -1.860 -2.790  0.575
H: -4.106 1.351 4.578  0.374
H: -2.632 0.443 4.859  0.207
H: -0.299 -2.436 -3.170  0.424
H: -0.811 6.951 -2.666  0.472
H: -2.123 -5.358 -0.402  0.224
H: 3.663 0.300 -0.995  0.760
H: 5.993 -0.465 -0.068  0.419
H: 5.305 4.066 -1.708  0.349
H: 3.305 -4.467 -2.159  0.462
H: 2.725 0.535 -6.980  0.410
H: 3.870 -1.738 -6.992  0.387



Entry 3:
A 8-piece molecular cluster, C58H66Cl2N4O2P overall in a non-equilibrium geometry, computed with the ωB97M-V functional and the def2-TZVPD basis.

Calculated values
* largest force on an atom: 6.21 eV/A
* Kohn-Sham gap: 5.79 eV
* charge: +1
* HOMO: -10.53 eV
* energy: -105583.9638 eV
* LUMO level: -4.7379 eV

Last column: Mulliken charge in e.
Positions of all 133 atoms, in Å:
Cl: 3.891 0.132 -3.506  -0.171
Cl: 2.247 -1.744 -5.128  -0.092
P: -1.592 -5.903 -0.436  0.361
O: 1.450 -5.910 -1.750  -0.237
O: 2.640 -5.503 -0.032  -0.277
N: 1.675 -6.096 -0.402  0.076
N: -1.503 -3.179 -1.572  1.110
N: -2.758 -3.138 -0.974  -0.572
N: -1.174 -7.290 -1.176  -0.773
C: 1.248 -5.909 -7.195  -0.529
C: 7.400 5.146 0.556  -0.167
C: -0.922 -2.058 -2.339  0.242
C: 8.964 5.659 4.391  -0.431
C: -2.779 6.218 3.681  -0.646
C: 2.267 -0.463 -1.288  -0.764
C: -7.258 2.218 3.193  -0.575
C: -2.147 3.508 3.589  -0.383
C: 10.147 5.181 4.949  -0.416
C: -3.320 5.345 4.620  -0.494
C: -2.421 -4.442 -4.909  -0.117
C: 7.692 5.496 -0.760  -0.467
C: 0.182 4.954 -2.119  -0.565
C: -3.439 -1.764 -4.398  -0.623
C: 6.184 3.217 -0.227  -0.415
C: 0.703 -4.675 -1.958  0.148
C: -4.298 -6.517 4.184  -0.565
C: -2.491 -2.697 0.463  -0.242
C: -3.453 -1.508 0.972  -0.489
C: -8.482 3.956 2.056  -0.372
C: 2.184 0.005 -2.828  0.609
C: -1.717 -0.689 -2.597  -0.775
C: -0.758 -4.451 -1.392  -0.381
C: -6.114 3.011 3.175  -0.185
C: 0.959 5.218 0.149  -0.374
C: -4.140 -5.850 2.972  -0.188
C: 2.107 4.492 -0.159  -0.581
C: -5.631 -4.687 5.015  -0.444
C: 6.481 3.563 -1.542  -0.297
C: 7.855 3.600 4.979  -0.391
C: -2.894 -3.228 -4.762  -0.331
C: -2.271 -0.672 -4.142  -0.599
C: 1.258 -8.226 -6.523  -0.410
C: 7.820 4.867 4.401  -0.321
C: -7.341 4.753 2.046  -0.565
C: 1.186 -7.260 -7.524  -0.454
C: -1.922 5.736 2.695  -0.146
C: 1.383 -7.839 -5.191  -0.648
C: 1.441 -6.488 -4.862  0.165
C: -2.800 -0.020 0.764  -0.441
C: -4.728 -4.603 2.782  -0.250
C: 1.244 -0.951 -3.765  -0.475
C: -8.442 2.689 2.632  -0.403
C: 9.037 3.124 5.540  -0.399
C: -5.040 -5.932 5.207  -0.376
C: 6.641 4.010 0.822  -0.309
C: 1.378 -5.523 -5.863  0.024
C: -0.004 5.447 -0.831  -0.326
C: -3.009 3.989 4.572  -0.497
C: 1.327 4.223 -2.426  -0.574
C: -1.603 4.381 2.652  -0.130
C: 0.541 -2.155 -2.958  0.201
C: -5.477 -4.023 3.802  -0.587
C: 2.288 3.991 -1.444  -0.195
C: -6.156 4.280 2.603  0.069
C: 1.370 -3.478 -2.744  -0.054
C: 10.184 3.913 5.521  -0.362
C: 7.231 4.705 -1.808  -0.500
H: -1.787 -0.086 0.192  0.012
H: -3.557 -6.304 2.176  0.308
H: -3.987 5.721 5.390  0.347
H: 6.126 2.944 -2.360  0.403
H: -0.565 5.138 -2.885  0.406
H: 2.858 4.316 0.604  0.430
H: -3.035 -5.818 -0.609  0.184
H: 7.458 4.978 -2.834  0.379
H: -3.396 -2.485 -1.456  0.250
H: 2.450 -3.642 -3.122  0.557
H: 8.935 6.649 3.947  0.377
H: -9.333 2.070 2.644  0.363
H: -3.025 7.274 3.717  0.388
H: 1.082 -7.561 -8.562  0.385
H: 9.064 2.137 5.991  0.350
H: 2.872 0.331 -0.686  0.262
H: 1.471 3.834 -3.429  0.510
H: 11.040 5.798 4.937  0.358
H: -3.567 0.582 0.133  0.209
H: 1.194 -5.157 -7.975  0.392
H: 2.837 -1.456 -1.177  0.291
H: -2.515 -3.638 1.148  0.166
H: 6.408 3.741 1.848  0.340
H: 6.961 2.984 4.991  0.358
H: -5.158 -6.449 6.155  0.370
H: 0.487 -0.260 -4.280  0.206
H: -1.900 2.451 3.555  0.414
H: -2.677 -0.573 -1.946  0.022
H: -4.525 -1.594 0.567  0.427
H: 5.595 2.329 -0.019  0.393
H: -1.242 -5.906 0.962  0.177
H: 1.215 -9.279 -6.781  0.380
H: 1.435 -8.592 -4.411  0.401
H: 11.106 3.539 5.953  0.359
H: -3.436 3.307 5.300  0.471
H: 7.763 5.761 1.374  0.268
H: -3.843 -7.491 4.332  0.374
H: 6.899 5.237 3.961  0.524
H: -9.404 4.323 1.615  0.364
H: 1.430 -4.469 -5.606  0.261
H: -1.439 -0.835 -4.917  0.324
H: -6.212 -4.233 5.812  0.369
H: 1.755 1.089 -2.815  -0.077
H: -0.900 6.011 -0.590  0.323
H: -5.190 2.641 3.607  0.225
H: -0.700 -7.898 -0.487  0.266
H: -1.387 -2.324 0.510  0.190
H: -1.502 6.416 1.961  0.298
H: -4.603 -4.083 1.837  0.543
H: 8.280 6.384 -0.967  0.371
H: -2.742 0.363 -4.391  0.407
H: -5.941 -3.053 3.651  0.450
H: -4.181 -1.758 -3.511  0.266
H: 0.815 5.606 1.152  0.479
H: 3.180 3.419 -1.683  0.465
H: -0.930 4.006 1.887  0.363
H: -1.085 0.265 -2.441  0.312
H: -2.171 -5.523 -5.226  0.385
H: -4.043 -1.388 -5.313  0.411
H: -3.540 -1.634 2.129  0.263
H: 1.231 -0.528 -0.775  0.037
H: -5.265 4.900 2.592  0.296
H: -7.374 5.743 1.602  0.377
H: 1.536 -6.187 -3.824  0.087
H: -7.227 1.231 3.644  0.411
H: -2.623 0.540 1.749  0.071